[1]
Density functional theory data (the ωB97M-V functional and the def2-TZVPD basis) for a molecular structure, C11H31NO5S4.

Summary:
HOMO	-7.434	eV
energy above the lowest of the compared OMol25 structures with the same formula, charge and spin	22.931	eV
HOMO-LUMO gap	7.40	eV
F_max	13.2	eV/A

Geometry as ORCA input:
```
! wB97M-V def2-TZVPD RIJCOSX def2/J DEFGRID3
* xyz 0 1
C -21.575 2.151 -9.556
C -22.357 0.908 -9.199
O -23.093 0.495 -10.031
N -22.360 0.317 -8.024
C -21.804 0.751 -6.759
H -20.987 1.892 -10.437
H -20.939 2.253 -8.677
H -22.186 3.053 -9.589
H -23.079 -0.389 -7.959
H -22.061 1.766 -6.454
H -20.739 0.526 -6.698
H -22.229 0.332 -5.848
C -25.654 1.755 -12.348
S -24.177 0.659 -12.345
O -23.497 0.660 -13.696
C -22.963 1.708 -11.339
H -25.349 2.747 -12.680
H -26.294 2.000 -11.500
H -26.340 1.488 -13.151
H -22.012 1.189 -11.219
H -23.204 1.952 -10.304
H -22.873 2.614 -11.938
C -19.629 1.613 -10.347
S -19.241 3.390 -10.380
O -20.342 4.141 -9.590
C -17.805 3.205 -9.143
H -18.762 0.952 -10.355
H -20.272 1.355 -11.188
H -20.180 1.554 -9.408
H -17.102 2.439 -9.468
H -18.223 2.961 -8.166
H -17.160 4.075 -9.022
C -21.124 4.344 -6.463
S -21.862 3.837 -8.056
O -23.389 4.051 -7.846
C -21.227 5.422 -8.873
H -20.052 4.501 -6.583
H -21.203 3.390 -5.943
H -21.701 5.117 -5.955
H -20.178 5.239 -9.106
H -21.058 6.245 -8.179
H -21.795 5.737 -9.749
C -23.559 -2.219 -8.908
S -25.201 -2.483 -9.781
O -26.125 -1.861 -8.717
C -25.103 -1.331 -11.289
H -23.698 -2.474 -7.858
H -23.293 -1.168 -9.024
H -22.807 -2.725 -9.513
H -25.848 -1.506 -12.064
H -24.292 -1.796 -11.850
H -24.837 -0.299 -11.058
*
```

***

[2]
Density functional theory data (the ωB97M-V functional and the def2-TZVPD basis) for C4H8O2 in the gas phase.

Summary:
HOMO	-10.156	eV
energy above the lowest of the compared OMol25 structures with the same formula, charge and spin	0.875	eV
HOMO-LUMO gap	11.01	eV
F_max	1.0	eV/A

Geometry as ORCA input:
```
! wB97M-V def2-TZVPD RIJCOSX def2/J DEFGRID3
* xyz 0 1
C 1.342 -0.923 -0.795
C -0.101 -0.506 -0.815
O -0.749 -0.474 -1.848
C -0.770 -0.046 0.484
C -0.081 1.255 1.035
O -2.151 -0.018 0.246
H 1.949 -0.053 -1.088
H 1.495 -1.718 -1.534
H 1.643 -1.257 0.206
H -0.553 -0.688 1.337
H 0.947 1.048 1.396
H -0.621 1.628 1.917
H -0.028 2.048 0.289
H -2.248 -0.071 -0.729
*
```

***

[3]
Density functional theory data (the ωB97M-V functional and the def2-TZVPD basis) for 6 unconnected molecules or ions with the total composition C18H28Cl4O8.

Summary:
HOMO	-9.651	eV
energy above the lowest of the compared OMol25 structures with the same formula, charge and spin	0.000	eV
HOMO-LUMO gap	10.14	eV
F_max	2.9	eV/A

Geometry as ORCA input:
```
! wB97M-V def2-TZVPD RIJCOSX def2/J DEFGRID3
* xyz 0 1
O 8.968 8.947 14.190
C 9.156 7.819 13.818
C 10.064 7.357 12.622
C 10.013 5.773 12.680
C 8.795 5.578 13.538
O 8.656 6.708 14.419
H 9.769 7.809 11.627
H 11.081 7.687 12.843
H 10.040 5.293 11.694
H 10.864 5.455 13.146
H 7.869 5.593 12.950
H 8.687 4.790 14.244
O 17.467 10.517 10.714
C 17.783 10.150 11.844
C 17.665 8.772 12.487
C 17.803 9.137 13.973
C 18.515 10.515 14.000
O 18.315 11.036 12.716
H 16.827 8.241 12.165
H 18.499 8.248 12.103
H 16.767 9.081 14.367
H 18.321 8.396 14.546
H 18.088 11.178 14.802
H 19.601 10.366 14.219
O 8.452 6.313 9.822
C 9.227 6.524 8.929
C 9.219 5.974 7.529
C 10.610 6.370 6.970
C 11.124 7.498 7.900
O 10.256 7.432 9.119
H 8.880 4.977 7.507
H 8.410 6.486 6.996
H 11.308 5.498 7.080
H 10.617 6.600 5.886
H 12.117 7.284 8.182
H 11.058 8.517 7.504
O 15.470 9.118 6.940
C 15.436 10.307 7.083
C 16.518 11.196 7.426
C 15.986 12.517 6.913
C 14.443 12.398 7.043
O 14.246 11.024 7.279
H 16.561 11.198 8.522
H 17.515 10.918 6.967
H 16.517 13.378 7.476
H 16.277 12.686 5.909
H 14.175 12.950 7.953
H 13.936 12.592 6.039
Cl 14.704 11.858 12.937
C 13.411 12.761 12.184
Cl 14.174 13.455 10.665
H 12.613 12.092 11.945
H 13.139 13.618 12.850
Cl 14.119 5.104 9.952
C 14.578 6.810 9.854
Cl 13.367 7.815 10.673
H 15.496 6.900 10.445
H 14.710 7.099 8.829
*
```

***

[4]
Density functional theory data (the ωB97M-V functional and the def2-TZVPD basis) for a molecular structure, C26H35INOSSbSe4SiW.

Summary:
HOMO (spin up / spin down)	-6.728 / -6.727	eV
energy above the lowest of the compared OMol25 structures with the same formula, charge and spin	2.286	eV
HOMO-LUMO gap (spin up / spin down)	4.88 / 4.88	eV
F_max	3.2	eV/A

Geometry as ORCA input:
```
! wB97M-V def2-TZVPD RIJCOSX def2/J DEFGRID3
* xyz 0 1
W 1.123 -1.814 1.705
Se 5.168 0.033 1.613
Sb 3.701 -1.904 1.647
Se 1.696 -1.290 -0.527
Se 1.207 0.385 2.424
Se 2.478 -2.452 3.808
O -0.266 1.129 -0.505
S 1.210 1.621 -0.306
C 0.977 3.326 0.133
C 0.013 4.135 -0.461
C -0.082 5.457 -0.063
C 0.788 5.959 0.903
C 1.745 5.141 1.485
C 1.843 3.807 1.106
C 1.827 1.809 -1.954
C 3.211 1.696 -2.023
C 3.823 1.793 -3.265
C 3.053 1.992 -4.404
C 1.670 2.098 -4.313
C 1.042 2.006 -3.079
H -0.652 3.733 -1.215
H -0.830 6.100 -0.510
H 0.714 6.997 1.203
H 2.418 5.533 2.237
H 2.567 3.141 1.565
H 3.800 1.521 -1.124
H 4.899 1.702 -3.333
H 3.529 2.054 -5.375
H 1.074 2.246 -5.205
H -0.036 2.078 -2.996
C -0.671 -2.435 2.836
Si -1.140 -0.160 0.311
C -1.952 -0.987 -1.212
C -2.784 -2.208 -0.789
C -2.888 0.048 -1.871
C -0.933 -1.443 -2.247
C -2.357 0.809 1.463
C -1.789 1.218 2.816
C -2.798 2.101 0.753
C -3.585 -0.085 1.726
H -1.604 -2.571 2.285
H -0.878 -1.688 3.600
H -0.516 -3.347 3.410
H -3.595 -1.951 -0.109
H -2.160 -2.954 -0.297
H -3.224 -2.675 -1.677
H -3.739 0.291 -1.234
H -3.284 -0.371 -2.801
H -2.363 0.977 -2.115
H -0.337 -2.281 -1.886
H -0.244 -0.644 -2.537
H -1.463 -1.778 -3.146
H -0.954 1.908 2.717
H -1.462 0.366 3.406
H -2.575 1.734 3.383
H -1.950 2.756 0.560
H -3.487 2.638 1.414
H -3.316 1.919 -0.188
H -3.306 -1.043 2.170
H -4.155 -0.280 0.816
H -4.254 0.419 2.431
I 5.721 -3.724 1.641
C 1.829 -4.055 1.079
C 2.419 -5.287 0.884
C 1.621 -6.319 0.417
C 0.267 -6.086 0.177
C -0.230 -4.820 0.402
N 0.573 -3.852 0.837
H 3.471 -5.426 1.090
H 2.048 -7.299 0.240
H -0.394 -6.867 -0.176
H -1.273 -4.577 0.249
*
```

***

[5]
Density functional theory data (the ωB97M-V functional and the def2-TZVPD basis) for a molecular structure, C32H74F6NO32S2Tl.

Summary:
HOMO	-8.733	eV
energy above the lowest of the compared OMol25 structures with the same formula, charge and spin	3.522	eV
HOMO-LUMO gap	2.66	eV
F_max	7.4	eV/A

Geometry as ORCA input:
```
! wB97M-V def2-TZVPD RIJCOSX def2/J DEFGRID3
* xyz 0 1
Tl -4.470 2.580 -0.358
C -0.372 -0.150 1.342
C 0.662 -0.768 0.649
C 0.709 -0.714 -0.850
O 1.683 -1.260 -1.565
C -0.338 -0.266 -1.593
C -1.453 0.392 -0.974
C -1.379 0.625 0.649
O -2.121 1.367 1.181
O -2.450 0.814 -1.530
O 1.395 -1.547 1.412
H -0.384 -0.192 2.421
H -0.273 -0.293 -2.670
C 2.145 1.540 -4.153
F 2.533 2.611 -4.855
F 2.896 1.434 -3.046
F 0.863 1.859 -3.793
S 2.210 -0.100 -5.273
O 1.430 -1.150 -4.665
O 1.840 0.239 -6.667
N 3.768 -0.789 -5.079
S 4.681 0.157 -5.899
O 4.248 1.524 -6.251
O 5.998 0.187 -5.269
C 4.856 -0.805 -7.571
F 3.744 -1.398 -7.896
F 5.182 0.051 -8.492
F 5.850 -1.745 -7.537
C -2.761 -1.473 4.182
C -4.138 -1.000 3.848
O -4.240 0.234 4.462
O -2.580 -1.768 5.574
H -1.966 -0.784 3.897
H -2.588 -2.354 3.564
H -5.056 -1.520 4.121
H -4.159 -0.926 2.761
H -4.155 0.019 5.393
H -1.621 -1.815 5.569
C 1.020 -5.470 -1.397
C 0.170 -4.457 -2.254
O 0.797 -4.184 -3.489
O 2.415 -5.232 -1.436
H 0.999 -6.479 -1.807
H 0.557 -5.536 -0.412
H 0.213 -3.598 -1.584
H -0.897 -4.674 -2.314
H 0.095 -3.911 -4.084
H 2.893 -5.876 -0.909
C 2.515 -5.965 3.417
C 1.909 -4.840 2.517
O 1.294 -3.797 3.284
O 3.286 -5.597 4.480
H 3.057 -6.641 2.756
H 1.651 -6.535 3.758
H 1.153 -5.349 1.919
H 2.644 -4.321 1.903
H 1.444 -2.962 2.834
H 2.815 -5.609 5.317
C -1.487 6.126 2.082
C -1.975 4.686 2.293
O -3.352 4.541 1.873
O -1.280 6.372 0.682
H -0.490 6.242 2.507
H -2.100 6.935 2.479
H -1.925 4.521 3.370
H -1.377 3.996 1.698
H -3.829 5.152 2.439
H -0.711 7.143 0.724
C -2.873 4.364 -3.306
C -1.576 4.696 -2.404
O -1.906 4.430 -1.073
O -3.568 3.187 -3.095
H -2.676 4.473 -4.372
H -3.635 5.118 -3.107
H -1.204 5.718 -2.475
H -0.788 4.016 -2.729
H -1.364 4.963 -0.487
H -3.270 2.537 -3.735
C -1.969 0.260 -5.311
C -2.825 -0.964 -5.133
O -3.115 -1.065 -3.804
O -2.706 1.462 -5.128
H -1.440 0.226 -6.264
H -1.120 0.180 -4.632
H -2.190 -1.801 -5.425
H -3.766 -0.948 -5.682
H -2.575 -0.496 -3.251
H -2.403 2.014 -5.853
C -5.781 -0.972 -0.084
C -6.876 -0.181 0.612
O -7.130 1.049 -0.056
O -4.559 -0.310 0.194
H -5.994 -1.115 -1.143
H -5.784 -1.962 0.374
H -6.591 0.004 1.647
H -7.855 -0.660 0.600
H -8.024 1.326 0.158
H -3.802 -0.874 0.020
C 0.321 2.734 5.397
C -0.150 1.618 4.489
O -1.296 1.914 3.812
O 1.733 2.773 5.341
H 0.034 2.637 6.444
H -0.011 3.738 5.131
H -0.373 0.702 5.037
H 0.546 1.197 3.763
H -1.293 1.607 2.902
H 1.870 2.796 4.391
C 4.618 1.344 3.350
C 3.336 0.494 3.403
O 3.756 -0.826 3.225
O 5.051 1.430 2.011
H 5.372 0.993 4.054
H 4.344 2.332 3.720
H 2.598 0.754 2.644
H 2.832 0.639 4.359
H 3.092 -1.340 2.760
H 5.055 0.506 1.750
C -1.978 -3.233 0.793
C -2.596 -4.535 1.357
O -2.538 -5.511 0.280
O -2.884 -2.448 0.077
H -1.036 -3.387 0.267
H -1.832 -2.664 1.711
H -3.638 -4.483 1.674
H -2.014 -4.791 2.241
H -3.365 -5.409 -0.196
H -3.051 -3.041 -0.660
C 5.149 -1.603 -0.071
C 4.805 -0.245 -0.751
O 4.877 -0.420 -2.134
O 4.054 -2.553 -0.282
H 5.394 -1.437 0.978
H 6.082 -1.943 -0.521
H 5.574 0.495 -0.530
H 3.879 0.238 -0.437
H 5.058 0.444 -2.511
H 3.346 -2.165 0.238
C 1.479 3.297 1.055
C 2.626 3.079 0.065
O 3.464 4.182 0.003
O 1.949 3.460 2.386
H 0.797 2.456 0.933
H 0.906 4.176 0.760
H 2.281 2.914 -0.956
H 3.183 2.175 0.312
H 4.031 4.356 0.758
H 2.235 4.375 2.440
*
```

***

[6]
Density functional theory data (the ωB97M-V functional and the def2-TZVPD basis) for 3 unconnected molecules or ions with the total composition C3H14NO4.

Summary:
HOMO	-14.396	eV
energy above the lowest of the compared OMol25 structures with the same formula, charge and spin	0.739	eV
HOMO-LUMO gap	11.61	eV
F_max	1.9	eV/A

Geometry as ORCA input:
```
! wB97M-V def2-TZVPD RIJCOSX def2/J DEFGRID3
* xyz 1 1
C 1.252 0.562 -0.263
O 0.871 1.149 0.985
C 0.203 -0.466 -0.577
C 0.543 -1.341 -1.772
O -0.499 -2.357 -1.820
N -0.104 -1.318 0.628
H 2.251 0.164 -0.132
H 1.264 1.284 -1.083
H 0.871 2.112 0.948
H -0.751 -0.025 -0.854
H 0.486 -0.736 -2.645
H 1.491 -1.875 -1.744
H -0.830 -2.389 -2.724
H 0.072 -0.743 1.452
H -1.100 -1.552 0.590
H 0.463 -2.163 0.631
H -3.410 -2.181 1.716
H -2.588 -1.545 2.866
O -2.656 -1.623 1.909
H 1.524 4.894 0.861
H 0.247 5.607 0.452
O 0.801 4.850 0.231
*
```

***

[7]
Density functional theory data (the ωB97M-V functional and the def2-TZVPD basis) for 2 unconnected molecules or ions with the total composition C3H2Cl2N2O2.

Summary:
HOMO (spin up / spin down)	-9.382 / -10.450	eV
energy above the lowest of the compared OMol25 structures with the same formula, charge and spin	2.945	eV
HOMO-LUMO gap (spin up / spin down)	7.08 / 8.29	eV
F_max	2.9	eV/A

Geometry as ORCA input:
```
! wB97M-V def2-TZVPD RIJCOSX def2/J DEFGRID3
* xyz 0 1
C -0.700 1.664 -0.788
C 0.299 0.022 1.218
C -0.301 0.491 -1.312
N -1.059 2.688 -0.391
N 0.416 -1.362 0.858
O 1.553 -1.805 0.584
O -0.617 -2.023 0.706
Cl 1.198 0.341 -2.037
Cl -1.366 -0.770 -1.453
H -0.724 0.293 1.452
H 1.301 0.462 1.162
*
```

***

[8]
Density functional theory data (the ωB97M-V functional and the def2-TZVPD basis) for 2 unconnected molecules or ions with the total composition C4H8IP.

Summary:
HOMO	-9.384	eV
energy above the lowest of the compared OMol25 structures with the same formula, charge and spin	1.030	eV
HOMO-LUMO gap	8.99	eV
F_max	4.2	eV/A

Geometry as ORCA input:
```
! wB97M-V def2-TZVPD RIJCOSX def2/J DEFGRID3
* xyz 0 1
C 0.140 -1.108 1.243
C 0.232 -1.694 0.112
C -0.910 -2.074 -0.836
H -0.806 -0.962 1.590
H 1.077 -0.802 1.674
H 1.144 -1.888 -0.400
H -0.547 -1.832 -1.914
H -0.928 -3.146 -0.769
H -1.933 -1.622 -0.618
C 3.026 -2.935 -3.995
P 1.791 -2.711 -2.871
I 0.163 -4.496 -3.214
H 2.926 -3.770 -4.736
H 3.932 -2.326 -3.847
*
```

***

[9]
Density functional theory data (the ωB97M-V functional and the def2-TZVPD basis) for 2 unconnected molecules or ions with the total composition C5H11NO3S.

Summary:
HOMO	-11.461	eV
energy above the lowest of the compared OMol25 structures with the same formula, charge and spin	0.688	eV
HOMO-LUMO gap	11.93	eV
F_max	0.8	eV/A

Geometry as ORCA input:
```
! wB97M-V def2-TZVPD RIJCOSX def2/J DEFGRID3
* xyz 0 1
C 19.139 -17.033 -10.263
C 19.443 -17.121 -11.741
O 20.157 -15.941 -12.136
S 20.848 -15.913 -13.561
C 19.478 -15.998 -14.665
O 21.451 -14.630 -13.655
O 21.620 -17.103 -13.718
H 18.303 -16.383 -10.019
H 20.029 -16.699 -9.729
H 18.916 -18.034 -9.885
H 20.043 -18.012 -11.932
H 18.517 -17.206 -12.315
H 18.974 -16.948 -14.512
H 19.902 -15.962 -15.666
H 18.832 -15.143 -14.496
C 22.962 -16.991 -16.859
C 23.675 -15.774 -17.140
N 24.236 -14.802 -17.371
H 21.892 -16.843 -17.006
H 23.133 -17.324 -15.838
H 23.264 -17.770 -17.559
*
```

***

[10]
Density functional theory data (the ωB97M-V functional and the def2-TZVPD basis) for 6 unconnected molecules or ions with the total composition C12H18F3N3O15.

Summary:
HOMO	-10.548	eV
energy above the lowest of the compared OMol25 structures with the same formula, charge and spin	2.663	eV
HOMO-LUMO gap	9.73	eV
F_max	4.6	eV/A

Geometry as ORCA input:
```
! wB97M-V def2-TZVPD RIJCOSX def2/J DEFGRID3
* xyz 0 1
O -2.158 4.001 6.348
C -1.515 3.606 5.440
O -0.185 3.294 5.547
C 0.188 2.638 4.346
C -0.806 3.250 3.353
F -1.132 2.353 2.377
O -1.926 3.481 4.175
H 1.228 2.745 4.037
H 0.087 1.555 4.455
H -0.439 4.192 2.943
O 1.497 0.067 3.366
C 1.598 0.217 2.193
O 0.661 -0.138 1.312
C 1.241 -0.136 0.016
C 2.337 0.909 0.182
F 1.789 2.149 0.070
O 2.684 0.730 1.556
H 1.605 -1.144 -0.166
H 0.583 0.218 -0.774
H 3.205 0.739 -0.446
O -1.396 -3.680 -1.185
C -1.568 -2.516 -1.097
O -0.685 -1.557 -0.739
C -1.174 -0.304 -1.237
C -2.686 -0.558 -1.393
F -3.175 -0.002 -2.528
O -2.757 -1.958 -1.380
H -0.940 0.575 -0.633
H -0.609 -0.127 -2.154
H -3.232 -0.119 -0.552
C 1.376 1.251 -4.273
N -0.051 1.155 -4.682
O -0.279 0.750 -5.794
O -0.913 1.478 -3.899
H 1.446 0.792 -3.295
H 1.704 2.283 -4.337
H 1.873 0.644 -5.022
C -1.025 -1.074 2.321
N -1.462 -2.325 2.952
O -1.672 -2.345 4.152
O -1.571 -3.292 2.221
H -1.876 -0.782 1.710
H -0.149 -1.287 1.719
H -0.732 -0.317 3.041
C 1.641 -3.691 -3.625
N 1.465 -2.268 -3.223
O 0.624 -1.619 -3.796
O 2.224 -1.828 -2.389
H 2.163 -3.680 -4.579
H 0.670 -4.151 -3.782
H 2.224 -4.174 -2.852
*
```

***

> The lowest F_max belongs to which entry?

C5H11NO3S